{
  "formula": "C9H14N3",
  "method": "wB97M-V/def2-TZVPD",
  "e_above_lowest_kj_mol": 299.4,
  "orbital_gap_ev": 10.2,
  "smiles": "[H]/N=C(/c1ccccc1)N(C)[NH2+]C",
  "charge": 1,
  "species": ["C", "C", "C", "C", "C", "C", "C", "C", "C", "N", "N", "N", "H", "H", "H", "H", "H", "H", "H", "H", "H", "H", "H", "H", "H", "H"],
  "coordinates": [[-3.3936, 0.8348, 0.3914], [-2.4572, 1.4819, -0.4034], [-3.2137, -0.4888, 0.7867], [-1.2490, 0.8608, -0.7307], [-1.9710, -1.1295, 0.4673], [-1.0527, -0.4649, -0.2743], [0.2028, -1.2188, -0.5275], [2.7061, -1.1946, 0.4399], [2.1212, 1.5242, -0.2813], [0.2476, -2.2133, -1.2363], [1.3981, -0.7111, 0.4171], [1.2795, 0.6711, 0.5540], [-4.3749, 1.2906, 0.4351], [-2.5937, 2.5028, -0.7699], [-3.9637, -1.1375, 1.1120], [-0.5948, 1.3405, -1.4828], [-1.8388, -2.0959, 0.8092], [3.2358, -1.1878, -0.4639], [3.3142, -0.7154, 1.2032], [2.6309, -2.2705, 0.7466], [2.1944, 2.5036, 0.0849], [3.1486, 1.1214, -0.3365], [1.6113, 1.6028, -1.3611], [0.9958, -2.8514, -1.3747], [1.4455, 0.9955, 1.4964], [0.1711, 0.9493, 0.2987]],
  "lowdin_charge": [-0.048, -0.045, 0.009, -0.080, 0.010, -0.217, -0.247, -0.090, -0.008, 0.236, -0.106, -0.056, 0.117, 0.124, 0.100, 0.128, 0.106, 0.073, 0.107, 0.124, 0.081, 0.100, 0.149, 0.077, 0.177, 0.178]
}

{
  "formula": "C9H14NO",
  "method": "wB97M-V/def2-TZVPD",
  "e_above_lowest_kj_mol": 261.9,
  "orbital_gap_ev": 7.5,
  "charge": 1,
  "species": ["C", "C", "C", "C", "C", "C", "C", "C", "C", "N", "O", "H", "H", "H", "H", "H", "H", "H", "H", "H", "H", "H", "H", "H", "H"],
  "coordinates": [[1.8933, -1.2359, 0.7725], [2.2027, -1.4177, -0.5525], [2.2949, 0.0862, 1.0498], [2.9878, 0.5505, -0.0298], [-3.0521, 0.8287, -0.1253], [-2.6513, -0.6249, -0.2952], [-1.6785, 0.3904, 0.1344], [3.6208, 1.8480, -0.1735], [-3.0560, -1.8731, 0.5692], [-0.4908, 0.7696, 0.3937], [2.8626, -0.3751, -0.9955], [1.2685, -2.0327, 1.3330], [2.1520, -2.2053, -1.2472], [-3.3226, 1.3323, -1.0797], [-3.6736, 1.1066, 0.6986], [-2.6885, -0.9931, -1.2746], [4.7091, 1.6650, -0.4447], [3.2578, 2.2826, -1.2046], [3.4712, 2.4691, 0.6958], [-3.7125, -2.5575, -0.0166], [-3.6388, -1.5626, 1.4509], [-2.1845, -2.4213, 0.8769], [0.3152, 0.1205, 0.3551], [-0.4249, 1.6476, 0.7426], [2.2182, 0.6830, 1.9279]],
  "lowdin_charge": [-0.089, -0.130, -0.103, -0.354, 0.017, -0.193, -0.119, -0.009, -0.011, 0.323, 0.068, 0.149, 0.122, 0.151, 0.121, 0.130, 0.117, 0.132, 0.085, 0.099, 0.089, 0.067, 0.102, 0.118, 0.116]
}

{
  "formula": "C9H14NOS",
  "method": "wB97M-V/def2-TZVPD",
  "e_above_lowest_kj_mol": 0.0,
  "orbital_gap_ev": 9.4,
  "charge": 1,
  "species": ["C", "C", "C", "C", "C", "C", "C", "C", "C", "N", "O", "S", "H", "H", "H", "H", "H", "H", "H", "H", "H", "H", "H", "H", "H", "H"],
  "coordinates": [[1.3392, -2.7299, 1.6016], [0.0013, -2.3695, 1.6303], [2.2831, -1.8406, 1.1130], [-0.3953, -1.1204, 1.1887], [1.8933, -0.5923, 0.6676], [0.5516, -0.2117, 0.7131], [-0.0702, 0.3226, -2.4458], [0.1870, 1.1312, 0.2598], [-0.8758, 1.0912, -1.4476], [-0.8440, 1.8322, 1.0548], [-2.0841, 0.5758, -1.0691], [-1.0263, 2.8848, -1.7537], [1.6437, -3.7009, 1.9574], [-0.7365, -3.0630, 2.0022], [3.3255, -2.1157, 1.0855], [-1.4466, -0.8691, 1.2113], [2.6289, 0.1039, 0.2951], [-0.5866, 0.2917, -3.4062], [0.8954, 0.7967, -2.5962], [0.0918, -0.6975, -2.0991], [1.0248, 1.7798, 0.0329], [-1.7144, 1.2767, 1.0003], [-1.0314, 2.7383, 0.5770], [-0.5759, 1.9743, 2.0349], [-2.2031, -0.3235, -1.4040], [-2.2754, 2.8349, -2.2039]],
  "lowdin_charge": [-0.055, -0.058, -0.053, -0.041, -0.027, -0.243, -0.068, -0.160, -0.744, 0.160, -0.045, 0.877, 0.114, 0.114, 0.115, 0.106, 0.119, 0.101, 0.095, 0.095, 0.134, 0.148, 0.094, 0.184, 0.133, -0.095]
}

{
  "formula": "C9H14O",
  "method": "wB97M-V/def2-TZVPD",
  "s2": 0.76,
  "e_above_lowest_kj_mol": 69.9,
  "orbital_gap_ev": [3.1, 7.2],
  "charge": -1,
  "multiplicity": 2,
  "species": ["C", "C", "H", "H", "H", "H", "H", "H", "C", "C", "C", "C", "C", "C", "C", "O", "H", "H", "H", "H", "H", "H", "H", "H"],
  "coordinates": [[-2.1193, 0.7608, -2.2237], [-2.7086, -0.6741, -2.2075], [-1.2068, 0.8741, -2.8300], [-2.8592, 1.4709, -2.5614], [-1.6724, 0.9459, -1.2335], [-3.5387, -0.6196, -1.5078], [-2.0038, -1.4449, -1.8990], [-2.9020, -0.9327, -3.2481], [3.1571, -0.7457, -0.6508], [-0.3986, -0.8759, 0.6084], [0.7806, -1.1207, -0.1587], [-0.4385, 0.2467, 1.4262], [1.8846, -0.2001, -0.0155], [0.5818, 1.1628, 1.4846], [1.7738, 0.9448, 0.7051], [-1.5749, 0.3916, 2.2078], [-1.2005, -1.5640, 0.3387], [0.8539, -1.8315, -0.9525], [-1.8320, 1.2980, 2.3838], [0.4117, 2.0174, 2.1276], [3.1488, -1.8253, -0.7380], [4.0642, -0.3501, -0.1813], [2.5896, 1.6514, 0.6745], [3.2959, -0.2739, -1.6340]],
  "lowdin_charge": [-0.175, -0.171, 0.059, 0.044, 0.053, 0.059, 0.041, 0.046, -0.103, -0.122, -0.137, -0.429, -0.354, -0.124, -0.130, -0.036, 0.075, 0.047, 0.061, 0.059, 0.052, 0.055, 0.074, 0.057]
}

{
  "formula": "C9H14O",
  "method": "wB97M-V/def2-TZVPD",
  "s2": 0.76,
  "e_above_lowest_kj_mol": 32.4,
  "orbital_gap_ev": [2.8, 7.2],
  "charge": -1,
  "multiplicity": 2,
  "species": ["C", "C", "C", "C", "C", "C", "C", "O", "H", "H", "H", "H", "H", "H", "H", "H", "C", "C", "H", "H", "H", "H", "H", "H"],
  "coordinates": [[-0.9822, -2.1695, -1.6270], [-0.8499, 1.7053, 0.2157], [-0.3780, 1.5216, -1.0852], [-1.1893, 0.6015, 0.9759], [-0.4429, 0.2582, -1.6498], [-1.2316, -0.6734, 0.4008], [-0.9447, -0.8299, -0.9438], [-0.9458, 2.9255, 0.8012], [-0.0465, 2.3872, -1.6441], [-0.3329, 3.5623, 0.3645], [-1.4182, 0.6791, 2.0279], [-0.1394, 0.1123, -2.6796], [-1.5415, -1.5118, 1.0168], [-0.8555, -2.9868, -0.9154], [-0.1884, -2.2854, -2.3694], [-1.9250, -2.3567, -2.1544], [2.3508, -0.9675, 1.7717], [3.2440, -1.7018, 0.7194], [2.8370, -1.0657, 2.7418], [2.1352, 0.0610, 1.5002], [1.4262, -1.5437, 1.7918], [3.2471, -1.1945, -0.2446], [2.9716, -2.7415, 0.5585], [4.2630, -1.6713, 1.1199]],
  "lowdin_charge": [-0.103, -0.429, -0.142, -0.121, -0.157, -0.158, -0.365, -0.024, 0.061, 0.089, 0.077, 0.071, 0.068, 0.053, 0.057, 0.058, -0.156, -0.172, 0.046, 0.058, 0.047, 0.054, 0.048, 0.043]
}

{
  "formula": "C9H14O",
  "method": "wB97M-V/def2-TZVPD",
  "e_above_lowest_kj_mol": 79.3,
  "orbital_gap_ev": 10.0,
  "smiles": "Cc1ccccc1.CCO",
  "charge": 0,
  "species": ["C", "C", "O", "H", "H", "H", "H", "H", "H", "C", "C", "C", "C", "C", "C", "C", "H", "H", "H", "H", "H", "H", "H", "H"],
  "coordinates": [[-0.4367, 2.6163, -1.2608], [-0.6623, 1.2050, -1.7829], [-1.6053, 3.4238, -1.2057], [0.0994, 2.6535, -0.2907], [0.3287, 3.1704, -1.8201], [-0.0014, 1.0530, -2.6349], [-2.3006, 2.8659, -0.8209], [-1.6803, 1.1408, -2.1771], [-0.5103, 0.4174, -1.0664], [-0.6202, -1.2971, 2.8132], [0.5222, -2.1140, -0.6936], [-0.1858, -2.1899, 0.5046], [1.4898, -1.1443, -0.9273], [0.1114, -1.2657, 1.4918], [1.7373, -0.1853, 0.0525], [1.1123, -0.3168, 1.2714], [0.3054, -2.7391, -1.5613], [-0.9437, -2.9589, 0.6237], [2.0911, -1.2991, -1.8118], [2.4127, 0.6129, -0.2214], [-1.6336, -1.6757, 2.6509], [-0.6752, -0.3186, 3.2594], [1.2795, 0.3738, 2.0794], [-0.2343, -2.0281, 3.5281]],
  "lowdin_charge": [-0.326, -0.072, -0.086, 0.103, 0.108, 0.076, 0.084, 0.080, 0.033, -0.053, -0.099, -0.051, -0.121, -0.281, -0.103, -0.058, 0.105, 0.112, 0.104, 0.108, 0.076, 0.069, 0.107, 0.083]
}

{
  "formula": "C9H14O",
  "method": "wB97M-V/def2-TZVPD",
  "e_above_lowest_kj_mol": 63.9,
  "orbital_gap_ev": 9.4,
  "smiles": "Cc1ccc(O)cc1.CC",
  "charge": 0,
  "species": ["C", "C", "H", "H", "H", "H", "H", "H", "C", "C", "C", "C", "C", "C", "C", "O", "H", "H", "H", "H", "H", "H", "H", "H"],
  "coordinates": [[3.9834, 0.2950, 0.2538], [2.5063, 0.0492, -0.0332], [4.4099, -0.6283, 0.6566], [4.4629, 0.4478, -0.7164], [4.2883, 1.1261, 0.8843], [2.4451, -0.8163, -0.6925], [2.1362, 0.8747, -0.6587], [1.8132, 0.0557, 0.7973], [-1.3390, -2.2469, 1.0884], [-2.4278, 1.3436, 0.4612], [-1.7688, 1.5381, -0.7449], [-2.2603, 0.0823, 1.0611], [-1.5290, -0.9250, 0.4327], [-1.1418, 0.5352, -1.4622], [-0.9966, -0.6929, -0.8471], [-1.9231, 2.7973, -1.3273], [-3.0450, 2.0764, 0.9522], [-2.6511, 0.0013, 2.0661], [-0.7876, 0.8162, -2.4446], [-2.1355, 2.7127, -2.2503], [-1.2620, -2.1405, 2.1718], [-0.3220, -2.6046, 0.8315], [-0.5415, -1.5712, -1.2884], [-1.9143, -3.1259, 0.8085]],
  "lowdin_charge": [-0.175, -0.182, 0.059, 0.061, 0.060, 0.063, 0.060, 0.057, -0.070, -0.003, -0.315, -0.037, -0.294, -0.026, -0.050, 0.018, 0.113, 0.108, 0.117, 0.086, 0.078, 0.078, 0.113, 0.078]
}

{
  "formula": "C9H14O",
  "method": "wB97M-V/def2-TZVPD",
  "e_above_lowest_kj_mol": 66.6,
  "orbital_gap_ev": 9.5,
  "smiles": "Cc1ccc(O)cc1.CC",
  "charge": 0,
  "species": ["C", "C", "H", "H", "H", "H", "H", "H", "C", "C", "C", "C", "C", "C", "C", "O", "H", "H", "H", "H", "H", "H", "H", "H"],
  "coordinates": [[3.0927, 0.5436, -2.7833], [3.8024, -0.0282, -1.5363], [3.8264, 1.1807, -3.2933], [2.7736, -0.2668, -3.4226], [2.3235, 1.2510, -2.4955], [4.8627, -0.1455, -1.6748], [3.2427, -0.9380, -1.3108], [3.6215, 0.5318, -0.6182], [-3.6014, -0.7658, 2.5343], [-0.1250, 0.1192, 1.4169], [-0.3576, 0.3560, 0.0430], [-1.1834, -0.3025, 2.1769], [-2.4422, -0.5663, 1.6023], [-1.5602, 0.1059, -0.5575], [-2.6331, -0.3140, 0.2625], [0.8082, 0.6445, -0.6599], [0.8663, 0.3255, 1.7831], [-1.0504, -0.5647, 3.2235], [-1.5938, 0.2372, -1.6295], [0.6761, 1.3885, -1.2321], [-3.7126, 0.1923, 3.0436], [-3.4574, -1.5922, 3.2319], [-3.6344, -0.4597, -0.1217], [-4.5446, -0.9326, 2.0177]],
  "lowdin_charge": [-0.158, -0.166, 0.061, 0.063, 0.034, 0.053, 0.059, 0.054, -0.061, -0.005, -0.309, -0.049, -0.296, -0.012, -0.041, 0.007, 0.115, 0.115, 0.114, 0.080, 0.086, 0.080, 0.107, 0.072]
}

{
  "formula": "C9H14O",
  "method": "wB97M-V/def2-TZVPD",
  "e_above_lowest_kj_mol": 26.0,
  "orbital_gap_ev": 9.2,
  "smiles": "Cc1ccc(O)cc1.CC",
  "charge": 0,
  "species": ["C", "C", "H", "H", "H", "H", "H", "H", "C", "C", "C", "C", "C", "C", "C", "O", "H", "H", "H", "H", "H", "H", "H", "H"],
  "coordinates": [[0.8436, 2.3389, -0.7086], [1.2229, 3.5338, 0.1753], [-0.1453, 1.9538, -0.4563], [0.8150, 2.6593, -1.7566], [1.5391, 1.5005, -0.6146], [1.9321, 4.1747, -0.3303], [1.6329, 3.2340, 1.1426], [0.3613, 4.1710, 0.3761], [1.3181, -2.8688, 1.0353], [-1.3676, -0.2511, 0.7087], [-0.2761, -0.9530, 1.1515], [-1.8844, -0.5254, -0.5659], [0.2484, -2.0147, 0.4009], [-1.3867, -1.5666, -1.3161], [-0.3276, -2.3114, -0.8195], [-2.7983, 0.3143, -1.1618], [-1.8937, 0.5169, 1.2636], [0.1818, -0.7232, 2.1060], [-3.1873, 0.9354, -0.5250], [-1.7986, -1.7341, -2.3055], [1.6332, -3.6780, 0.3672], [0.9275, -3.3441, 1.9314], [0.1877, -3.0530, -1.4010], [2.2219, -2.3092, 1.3025]],
  "lowdin_charge": [-0.159, -0.168, 0.039, 0.066, 0.064, 0.053, 0.060, 0.058, -0.060, -0.044, -0.053, -0.331, -0.288, -0.016, -0.045, 0.032, 0.114, 0.115, 0.107, 0.120, 0.074, 0.077, 0.107, 0.079]
}

{
  "formula": "C9H14O",
  "method": "wB97M-V/def2-TZVPD",
  "e_above_lowest_kj_mol": 47.1,
  "orbital_gap_ev": 9.6,
  "smiles": "Cc1ccc(O)cc1.CC",
  "charge": 0,
  "species": ["C", "C", "C", "C", "C", "C", "C", "O", "H", "H", "H", "H", "H", "H", "H", "H", "C", "C", "H", "H", "H", "H", "H", "H"],
  "coordinates": [[1.9469, -0.4597, 2.5800], [-0.8723, -0.7179, 0.0250], [-1.9650, -0.9461, 0.8425], [0.3598, -0.4461, 0.6160], [0.5621, -0.5724, 1.9813], [-1.7988, -1.0385, 2.2273], [-0.5419, -0.8868, 2.7745], [-3.1340, -1.4288, 0.2709], [-1.0019, -0.5921, -1.0373], [1.1909, -0.2082, -0.0396], [-2.6794, -1.3299, 2.7845], [-3.8779, -0.8344, 0.3924], [1.9808, -0.9345, 3.5562], [2.2382, 0.5860, 2.7006], [-0.4035, -1.0090, 3.8418], [2.6514, -0.9105, 1.8860], [0.4721, 0.7221, -3.1029], [0.8763, 2.1927, -3.2774], [0.0390, 0.5316, -2.1243], [-0.3590, 0.4519, -3.7610], [1.3456, 0.1029, -3.2922], [0.0305, 2.8233, -3.5393], [1.6923, 2.3307, -3.9836], [1.2479, 2.5741, -2.3213]],
  "lowdin_charge": [-0.050, -0.015, -0.316, -0.046, -0.281, -0.019, -0.049, 0.019, 0.091, 0.110, 0.115, 0.100, 0.072, 0.080, 0.110, 0.075, -0.158, -0.162, 0.014, 0.067, 0.068, 0.058, 0.058, 0.059]
}

{
  "formula": "C9H14O",
  "method": "wB97M-V/def2-TZVPD",
  "e_above_lowest_kj_mol": 228.1,
  "orbital_gap_ev": 9.0,
  "smiles": "Cc1ccc(O)cc1.CC",
  "charge": 0,
  "species": ["C", "C", "C", "C", "C", "C", "C", "O", "H", "H", "H", "H", "H", "H", "H", "H", "C", "C", "H", "H", "H", "H", "H", "H"],
  "coordinates": [[-1.0719, -1.8031, -1.5824], [-1.5604, -0.7327, 0.4994], [-0.6265, -1.4320, -0.2627], [-1.2641, -0.4265, 1.8287], [0.0596, -0.5578, 2.1709], [0.6197, -1.6900, 0.1012], [1.0563, -1.1185, 1.3577], [0.4828, -0.0137, 3.2959], [-2.5176, -0.2177, -0.0064], [-1.9667, 0.1329, 2.5638], [-1.6886, -0.9447, -2.0867], [-0.2391, -2.0843, -2.2717], [1.2260, -2.3605, -0.4626], [-0.1997, 0.4642, 3.8081], [2.1213, -1.1956, 1.6309], [-1.8537, -2.4750, -1.4970], [1.3167, 2.4692, -1.6839], [0.4240, 1.7719, -0.6096], [1.4491, 1.8289, -2.5021], [1.1415, 3.4943, -1.8841], [2.4245, 2.4288, -1.4720], [-0.2834, 0.9250, -1.0303], [1.1008, 1.1596, 0.1414], [-0.1505, 2.3772, -0.0466]],
  "lowdin_charge": [-0.082, -0.065, -0.416, -0.028, -0.404, -0.047, 0.009, 0.048, 0.166, 0.147, 0.115, 0.100, 0.110, 0.122, 0.122, 0.050, -0.149, -0.128, 0.030, 0.042, 0.074, 0.084, 0.095, 0.005]
}

{
  "formula": "C9H14O",
  "method": "wB97M-V/def2-TZVPD",
  "e_above_lowest_kj_mol": 166.5,
  "orbital_gap_ev": 9.1,
  "smiles": "Cc1ccc(O)cc1.CC",
  "charge": 0,
  "species": ["C", "C", "C", "C", "C", "C", "C", "O", "H", "H", "H", "H", "H", "H", "H", "H", "C", "C", "H", "H", "H", "H", "H", "H"],
  "coordinates": [[-2.3921, -0.3548, 2.0884], [0.0705, 1.4796, -0.1589], [-0.2020, 1.0233, -1.4609], [-0.6142, 1.0395, 0.9689], [-1.6148, 0.0615, 0.8233], [-1.1184, 0.0322, -1.5688], [-1.8555, -0.4199, -0.4978], [0.3211, 1.7255, -2.4930], [0.7424, 2.3137, 0.1042], [-0.0486, 1.2202, 1.9438], [-1.4946, -0.2588, -2.5810], [0.2786, 1.0811, -3.3700], [-2.6572, 0.5223, 2.6894], [-1.7802, -0.9314, 2.8792], [-2.5156, -1.2284, -0.6297], [-3.2081, -0.9113, 1.8379], [3.5150, -1.4428, 0.3687], [2.5447, -2.2066, 1.3945], [4.2182, -0.6945, 0.9468], [4.0252, -2.2453, -0.1961], [2.9395, -0.8736, -0.2179], [3.1080, -2.7891, 2.0862], [1.8745, -2.8594, 0.8412], [1.9504, -1.4211, 1.8657]],
  "lowdin_charge": [-0.054, -0.032, -0.379, -0.070, -0.247, -0.063, -0.041, 0.006, 0.119, 0.138, 0.130, 0.198, 0.074, 0.104, 0.093, 0.024, -0.139, -0.145, 0.101, 0.062, -0.019, 0.038, 0.053, 0.047]
}